A.
The following is a quantum chemistry calculation of an isolated ion of composition C2H7N2O and charge +1, from the OMol25 dataset.

Structure (XYZ):
```
12
Properties=species:S:1:pos:R:3:nbo_charge:R:1
O 1.82915 0.89527 0.02229 -0.51
N 0.55243 0.31300 -0.06574 -0.04
N -1.74411 0.46059 0.12830 -0.73
C 0.52201 -1.08467 0.07359 -0.52
C -0.51505 1.05505 0.02358 0.39
H 1.50104 -1.54379 0.24242 0.29
H -0.47859 2.07854 -0.24858 0.25
H -1.51912 -0.49723 0.47776 0.41
H 2.39491 0.90459 -0.78606 0.52
H -2.67764 0.63589 -0.06605 0.46
H -0.02685 -1.57998 0.97222 0.24
H 0.16183 -1.63726 -0.77373 0.25
```

For the molecular weight, the calculation gives 75.09 g mol⁻¹. The HOMO-LUMO gap comes out at 0.4113 Eh. The net charge is +1.



B.
The following is a quantum chemistry calculation of a 2-piece molecular cluster, C2H7N2O overall, from the OMol25 dataset.

Structure (XYZ):
```
12
Properties=species:S:1:pos:R:3:nbo_charge:R:1
O 0.38495 -0.71922 0.65307 -0.17
N 0.51439 1.21150 -0.02479 0.12
N -0.80957 -0.87160 0.81318 0.10
C 1.80592 1.47119 -0.26717 -0.61
C -1.62239 -1.26428 -0.25489 -0.52
H 2.03449 2.42254 0.02982 0.28
H 2.26335 1.24594 -1.17640 0.28
H -1.74934 -2.27795 -0.66408 0.29
H 2.33941 0.78774 0.48793 0.32
H -2.59295 -0.75616 -0.14660 0.25
H -1.42915 -0.59870 1.56947 0.40
H -1.13911 -0.65099 -1.01952 0.26
```

For the molecular weight, the calculation gives 75.09 g mol⁻¹. The HOMO-LUMO gap (alpha / beta) comes out at 0.3060 / 0.2909 Eh. The net charge is +1.



C.
The following is a quantum chemistry calculation of an isolated ion of composition C2H7N2O and charge +1, from the OMol25 dataset.

Structure (XYZ):
```
12
Properties=species:S:1:pos:R:3:nbo_charge:R:1
O 1.33769 0.26997 1.02273 -0.17
N -0.25914 0.54772 -0.54521 -0.33
N 0.19882 0.45661 0.76842 0.44
C 0.60518 0.69153 -1.72462 -0.48
C -0.92445 0.21990 1.64491 -0.49
H -1.27244 0.81477 -0.64110 0.44
H 0.12920 1.47724 -2.35507 0.25
H -0.61227 0.18633 2.67716 0.28
H 0.56033 -0.25445 -2.38779 0.26
H 1.61257 1.02455 -1.69120 0.27
H -1.26590 -0.86278 1.52845 0.29
H -1.63487 0.94498 1.46239 0.24
```

For the molecular weight, the calculation gives 75.09 g mol⁻¹. The HOMO-LUMO gap comes out at 0.3673 Eh. The net charge is +1.



Top of the stability list: A, leading by 29.4 kcal/mol.



A.
The following is a quantum chemistry calculation of a 2-piece molecular cluster, C5H6BrCl overall, from the OMol25 dataset.

Structure (XYZ):
```
13
Properties=species:S:1:pos:R:3:nbo_charge:R:1
Br 0.58333 -1.59800 -2.33259 0.11
Cl -0.59876 2.99640 1.11114 0.02
C -0.12284 2.03403 -0.22908 -0.41
C 1.16658 -0.80671 0.58523 -0.41
C -1.06149 -1.06026 0.20612 -0.42
C 0.22564 -1.19149 -0.57211 -0.20
C -0.03242 -0.02538 0.35431 0.02
H 0.92330 2.07216 -0.64905 0.23
H 2.03447 -0.26238 0.32022 0.21
H -1.99544 -0.86863 -0.44680 0.21
H -1.02968 1.80798 -0.93037 0.24
H 1.23994 -1.54750 1.47282 0.19
H -1.33263 -1.55022 1.11018 0.20
```

For the molecular weight, the calculation gives 181.46 g mol⁻¹. The HOMO-LUMO gap comes out at 0.3370 Eh. The net charge is 0.



B.
The following is a quantum chemistry calculation of a single C5H6BrCl molecule, from the OMol25 dataset.

Structure (XYZ):
```
13
Properties=species:S:1:pos:R:3:nbo_charge:R:1
Br -1.09102 1.89867 -2.69860 -0.04
Cl 2.02296 2.23563 0.49064 0.03
C -0.57584 0.33033 -0.31656 0.10
C -0.28994 1.66085 -0.86624 -0.32
C -0.48002 -0.34329 0.97683 -0.46
C 1.19764 1.75777 -0.91730 -0.19
C -0.14283 -1.06771 -0.31237 -0.46
H 0.89077 -1.32617 -0.50165 0.22
H -0.74135 2.44940 -0.26146 0.25
H 0.32322 -0.08632 1.65954 0.22
H 1.74224 1.06810 -1.54689 0.20
H -0.82961 -1.81053 -0.69490 0.23
H -1.40460 -0.57819 1.48594 0.23
```

For the molecular weight, the calculation gives 181.46 g mol⁻¹. The HOMO-LUMO gap (alpha / beta) comes out at 0.3067 / 0.2964 Eh. The net charge is 0.



Top of the stability list: B, leading by 23.2 kcal/mol.



A.
The following is a quantum chemistry calculation of a 2-piece molecular cluster, C4H6NO2 overall, from the OMol25 dataset.

Structure (XYZ):
```
13
Properties=species:S:1:pos:R:3:nbo_charge:R:1
O -1.89671 0.30146 -0.49519 -0.80
O -2.32803 1.19108 1.54075 -0.79
N 1.57632 0.21424 0.75523 -0.51
C 1.99538 -0.67869 -0.22937 -0.03
C 1.14707 -1.31105 -1.03973 -0.50
C 0.60818 1.00985 0.52065 0.04
C -2.58825 0.51231 0.52812 0.63
H 0.50090 1.46192 -0.46862 0.15
H -3.59413 0.00349 0.52536 -0.01
H 3.06529 -0.86638 -0.21755 0.17
H -0.08043 1.33099 1.29871 0.22
H 0.08802 -1.07751 -1.01934 0.24
H 1.50638 -2.09170 -1.69902 0.18
```

For the molecular weight, the calculation gives 100.10 g mol⁻¹. The HOMO-LUMO gap comes out at 0.3098 Eh. The net charge is -1.



B.
The following is a quantum chemistry calculation of C4H6NO2 as an isolated structure, from the OMol25 dataset.

Structure (XYZ):
```
13
Properties=species:S:1:pos:R:3:nbo_charge:R:1
O 1.55514 -0.63850 0.82833 -0.64
O 1.96039 1.26485 -0.75733 -0.55
N 1.13468 1.04099 0.17800 0.14
C 0.92312 -1.42141 -0.04992 0.18
C -1.21566 0.67852 0.76899 -0.63
C -0.18003 0.52362 -0.36092 -0.16
C -0.02300 -0.88932 -0.84896 -0.45
H 1.26579 -2.46632 -0.17979 0.13
H -0.64719 0.43860 1.68344 0.23
H -1.63474 1.71505 1.03419 0.18
H -0.35159 1.15277 -1.23669 0.19
H -2.02654 -0.05028 0.47381 0.19
H -0.76036 -1.34857 -1.53313 0.19
```

For the molecular weight, the calculation gives 100.10 g mol⁻¹. The HOMO-LUMO gap comes out at 0.2685 Eh. The net charge is -1.



Top of the stability list: A, leading by 67.6 kcal/mol.



A.
The following is a quantum chemistry calculation of CH3O2S as an isolated structure, from the OMol25 dataset.

Structure (XYZ):
```
7
Properties=species:S:1:pos:R:3:nbo_charge:R:1
S -0.91431 1.13607 -0.58632 0.58
O -1.38977 1.97486 0.68069 -1.08
O -0.10991 -1.57820 0.15583 -0.80
C 0.21428 0.02864 -0.13564 -0.42
H 1.10847 -0.02914 -0.47375 0.14
H 0.14292 0.60655 0.70966 0.22
H 0.94833 -2.13877 -0.35047 0.36
```

For the molecular weight, the calculation gives 79.10 g mol⁻¹. The HOMO-LUMO gap comes out at 0.2271 Eh. The net charge is -1.



B.
The following is a quantum chemistry calculation of a 2-piece molecular cluster, CH3O2S overall, from the OMol25 dataset.

Structure (XYZ):
```
7
Properties=species:S:1:pos:R:3:nbo_charge:R:1
S 0.34761 1.26438 -2.02977 -0.96
O -0.40859 -1.44783 2.03321 -0.64
O -1.14083 0.29159 0.66253 -0.76
C -0.25900 -0.53593 1.25894 0.64
H -0.66066 0.68989 -0.26980 0.51
H 1.32112 0.35828 -2.59067 0.11
H 0.80034 -0.62039 0.93556 0.09
```

For the molecular weight, the calculation gives 79.10 g mol⁻¹. The HOMO-LUMO gap comes out at 0.2833 Eh. The net charge is -1.



C.
The following is a quantum chemistry calculation of a 2-piece molecular cluster, CH3O2S overall, from the OMol25 dataset.

Structure (XYZ):
```
7
Properties=species:S:1:pos:R:3:nbo_charge:R:1
S 2.24894 1.79024 1.14370 0.38
O -1.01857 -0.34816 -0.05574 -0.79
O 3.30317 1.77366 0.09588 -0.97
C -0.10091 0.82330 -0.13009 -0.30
H -1.08518 -0.54557 0.96041 0.45
H 0.30395 0.83902 -1.09431 0.13
H -0.72580 1.57860 0.07761 0.11
```

For the molecular weight, the calculation gives 79.10 g mol⁻¹. The HOMO-LUMO gap (alpha / beta) comes out at 0.2272 / 0.2272 Eh. The net charge is -1.



D.
The following is a quantum chemistry calculation of a 3-piece molecular cluster, CH3O2S overall, from the OMol25 dataset.

Structure (XYZ):
```
7
Properties=species:S:1:pos:R:3:nbo_charge:R:1
S 0.21075 1.04142 0.44963 1.23
O -0.13291 2.49843 0.18642 -0.97
O 2.10026 -1.02243 0.23901 -1.11
C -1.07843 0.20055 -0.22264 -0.73
H -0.99593 -0.81198 -0.13097 0.21
H -1.95862 0.73857 -0.77922 0.21
H 1.85488 -2.64456 0.25776 0.14
```

For the molecular weight, the calculation gives 79.10 g mol⁻¹. The HOMO-LUMO gap (alpha / beta) comes out at 0.2534 / 0.2531 Eh. The net charge is -1.



Top of the stability list: B, leading by 100.9 kcal/mol.